<a>
CH5NO | ωB97M-V/def2-TZVPD

Last column: Löwdin charge in e.
Positions of all 8 atoms, in Å:
C (-1.40, 0.51, -0.27)  -0.150
N (-0.67, 0.39, 0.75)  -0.001
H (-1.55, 1.56, -0.66)  0.077
H (-1.93, -0.31, -0.68)  0.045
H (-0.50, -0.46, 1.26)  0.038
O (1.62, -0.72, -0.32)  -0.086
H (2.31, -1.09, -0.86)  0.020
H (1.85, 0.23, -0.18)  0.056

Calculated values
Molar mass, g mol⁻¹: 47.06
SMILES: C=N.O
E_HOMO, eV: -9.4
LUMO, Ha: 0.03729



<b>
CH5NO | ωB97M-V/def2-TZVPD

Last column: Löwdin charge in e.
Positions of all 8 atoms, in Å:
C (0.61, -0.12, -1.02)  -0.073
N (0.91, 0.27, 0.20)  0.010
H (-0.46, -0.38, -1.41)  0.106
H (1.36, -0.23, -1.69)  0.016
H (1.78, 0.74, 0.14)  0.026
O (-1.72, 0.07, 1.19)  -0.093
H (-1.64, -0.85, 1.28)  -0.015
H (-0.83, 0.50, 1.32)  0.024

Calculated values
Molar mass, g mol⁻¹: 47.06
SMILES: C=N.O
E_HOMO, eV: -10.4
LUMO, Ha: 0.03056



Stability check: which of them is least stable? <b>.



<a>
C4H17N2O2 | ωB97M-V/def2-TZVPD

Last column: Löwdin charge in e.
Positions of all 25 atoms, in Å:
C (1.62, 0.66, 0.49)  -0.138
C (0.79, 0.11, 1.65)  -0.166
C (-0.19, -1.02, 1.28)  -0.182
C (-1.40, -2.19, -0.56)  -0.102
N (-0.94, -0.93, 0.01)  -0.181
N (0.75, 0.95, -0.70)  0.142
H (2.45, 0.00, 0.26)  0.131
H (2.04, 1.63, 0.78)  0.123
H (1.37, -0.09, 2.55)  0.129
H (0.11, 0.92, 1.99)  0.083
H (-0.99, -0.93, 2.03)  0.126
H (0.22, -2.03, 1.23)  0.123
H (-1.92, -2.72, 0.25)  0.090
H (-0.63, -2.85, -0.94)  0.084
H (-2.16, -1.98, -1.31)  0.085
H (-1.70, -0.27, 0.05)  0.121
H (0.01, 0.21, -0.81)  0.084
H (0.37, 1.88, -0.55)  0.123
H (1.33, 0.86, -1.53)  0.132
H (-0.54, 0.01, -3.55)  0.057
H (0.55, -1.09, -3.17)  0.055
O (0.36, -0.15, -3.25)  -0.034
H (0.11, 3.43, 1.03)  0.079
H (-1.24, 2.96, 1.53)  0.083
O (-0.37, 2.63, 1.26)  -0.048

Calculated values
Molar mass, g mol⁻¹: 125.19
E_HOMO, eV: -12.7
LUMO, Ha: -0.10761
Total charge: +1



<b>
C4H17N2O2 | ωB97M-V/def2-TZVPD

Last column: Löwdin charge in e.
Positions of all 25 atoms, in Å:
C (-0.71, 2.13, 0.41)  -0.255
N (-1.52, 2.18, 1.58)  0.018
C (0.51, 1.14, 0.44)  -0.125
N (0.50, 0.11, -0.67)  0.039
C (1.86, -0.59, -0.63)  -0.161
C (1.82, -1.67, 0.49)  -0.058
H (-1.22, 2.04, -0.56)  0.124
H (-0.24, 3.12, 0.33)  0.117
H (-2.47, 1.89, 1.45)  0.074
H (-1.38, 2.89, 2.27)  0.081
H (1.34, 1.81, 0.29)  0.124
H (0.39, 0.70, 1.43)  0.126
H (-0.27, -0.55, -0.40)  0.112
H (0.27, 0.57, -1.54)  0.161
H (2.63, 0.09, -0.30)  0.108
H (2.22, -1.07, -1.58)  0.143
H (0.73, -1.78, 0.71)  0.054
H (2.24, -2.53, 0.01)  0.069
H (2.42, -1.38, 1.43)  0.119
H (-2.12, -1.26, -3.35)  0.047
H (-1.16, -2.25, -2.44)  0.044
O (-1.38, -1.37, -2.76)  -0.051
H (-1.32, -2.12, 1.46)  0.079
H (-1.68, -0.63, 1.20)  0.065
O (-1.47, -1.47, 0.75)  -0.055

Calculated values
Molar mass, g mol⁻¹: 125.19
E_HOMO, eV: -13.1
LUMO, Ha: -0.09568
Total charge: +1



Stability check: which of them is least stable? <b>.



<a>
C4H12N2O | ωB97M-V/def2-TZVPD

Last column: Löwdin charge in e.
Positions of all 19 atoms, in Å:
C (1.57, 1.59, -2.02)  -0.035
C (0.43, 1.11, -1.11)  -0.410
O (0.42, 2.02, 0.05)  -0.077
C (0.36, -0.35, -0.62)  -0.222
N (-0.65, -0.45, 0.43)  -0.090
C (-0.57, -1.83, 1.05)  -0.301
N (-1.44, -1.94, 2.21)  0.005
H (1.44, 1.08, -2.99)  0.081
H (1.43, 2.67, -2.06)  0.083
H (2.50, 1.36, -1.55)  0.068
H (-0.59, 1.17, -1.53)  0.127
H (0.31, 1.35, 0.74)  0.054
H (1.34, -0.75, -0.32)  0.128
H (-0.01, -0.93, -1.49)  0.124
H (-1.57, -0.38, 0.01)  0.113
H (0.44, -2.01, 1.45)  0.111
H (-0.69, -2.44, 0.15)  0.114
H (-1.51, -1.05, 2.69)  0.069
H (-2.36, -2.16, 1.85)  0.059

Calculated values
Molar mass, g mol⁻¹: 104.15
SMILES: C[C@H](O)CNCN
E_HOMO, eV: -9.4
LUMO, Ha: 0.03221



<b>
C4H12N2O | ωB97M-V/def2-TZVPD

Last column: Löwdin charge in e.
Positions of all 19 atoms, in Å:
N (2.01, 0.87, 2.36)  -0.083
C (1.25, 0.99, 1.11)  -0.328
C (0.69, -0.29, 0.57)  -0.212
C (-0.31, -0.02, -0.49)  -0.444
N (-1.56, 0.52, 0.14)  0.030
C (-0.57, -1.15, -1.43)  -0.254
O (-1.44, -0.76, -2.49)  -0.079
H (3.09, 0.68, 2.19)  0.111
H (1.64, 0.32, 3.20)  0.090
H (2.03, 1.37, 0.39)  0.133
H (0.60, 1.79, 1.38)  0.101
H (0.37, -0.88, 1.57)  0.155
H (1.40, -1.04, 0.10)  0.126
H (-0.04, 0.87, -1.07)  0.143
H (-1.61, 0.37, 1.13)  0.047
H (-2.35, -0.14, -0.25)  0.098
H (0.37, -1.59, -1.75)  0.119
H (-1.07, -1.97, -0.84)  0.137
H (-2.40, -0.69, -2.19)  0.110

Calculated values
Molar mass, g mol⁻¹: 104.15
SMILES: NCC[C@H](N)CO
E_HOMO, eV: -8.9
LUMO, Ha: 0.03187



<c>
C4H12N2O | ωB97M-V/def2-TZVPD

Last column: Löwdin charge in e.
Positions of all 19 atoms, in Å:
H (0.91, 0.95, -1.99)  0.047
N (0.99, 1.35, -1.05)  0.102
C (0.60, 0.59, -0.12)  -0.412
C (0.72, 1.08, 1.29)  -0.059
C (-0.82, -0.39, -0.30)  -0.352
C (-2.05, 0.51, -0.37)  -0.059
O (-0.89, -1.26, 0.83)  -0.075
H (1.66, 1.62, 1.41)  0.082
H (0.61, 0.25, 1.98)  0.070
H (-0.08, 1.79, 1.50)  0.081
H (-0.77, -0.99, -1.23)  0.124
H (-2.14, 1.09, 0.54)  0.078
H (-2.95, -0.09, -0.51)  0.080
H (-1.96, 1.19, -1.22)  0.080
H (-1.72, -1.76, 0.80)  0.094
N (1.88, -1.52, -0.41)  0.031
H (1.58, -1.03, -1.27)  0.035
H (2.87, -1.72, -0.43)  0.022
H (1.55, -1.67, 0.54)  0.032

Calculated values
Molar mass, g mol⁻¹: 104.15
SMILES: [H]/N=C(/C)[C@H](C)O.N
E_HOMO, eV: -8.9
LUMO, Ha: 0.02866



<d>
C4H12N2O | ωB97M-V/def2-TZVPD

Last column: Löwdin charge in e.
Positions of all 19 atoms, in Å:
C (-1.41, 1.22, -0.15)  -0.264
C (-1.82, -0.18, -0.45)  -0.099
O (-2.08, 2.06, 0.61)  -0.027
H (-2.14, 1.56, 1.47)  0.098
H (-0.97, 1.74, -1.00)  0.116
H (-0.65, 0.61, 1.60)  0.064
H (-2.32, -0.65, 0.39)  0.078
H (-0.96, -0.76, -0.74)  0.064
H (-2.49, -0.13, -1.33)  0.096
C (1.28, -1.91, 0.38)  -0.165
N (1.33, 0.98, -0.08)  0.052
C (1.91, 0.01, -0.88)  -0.322
N (1.88, -1.25, -0.77)  -0.044
H (0.87, 0.74, 0.81)  -0.011
H (1.74, 1.91, -0.12)  0.087
H (2.42, 0.43, -1.75)  0.106
H (2.08, -2.36, 0.98)  0.073
H (0.66, -2.73, 0.02)  0.068
H (0.66, -1.29, 1.03)  0.028

Calculated values
Molar mass, g mol⁻¹: 104.15
E_HOMO (alpha / beta), eV: -8.1 / -8.1
LUMO (alpha / beta), Ha: -0.01210 / -0.01223



Stability check: which of them is least stable? <d>.